[1]
# C10H10GaN2O4S

C10H10GaN2O4S as an isolated structure (ωB97M-V/def2-TZVPD, the Open Molecules 2025 dataset).

Values from the calculation:
ΔE to the lowest compared entry with this formula, charge and spin: 179.55 kJ/mol
net charge: +3
LUMO: -13.108 eV
total energy: -3119.24787 a.u.

```
28
C10H10GaN2O4S, DFT ωB97M-V/def2-TZVPD
Ga -0.04395 0.82883 -1.36560
C -0.04785 1.81718 0.33350
O -0.04839 2.37713 1.33317
C -0.05017 2.61997 -2.20657
O -0.05222 3.66611 -2.67236
C -2.00442 0.85400 -1.36501
O -3.14869 0.86141 -1.35002
C 1.91378 0.86018 -1.36149
O 3.05615 0.87392 -1.34930
C -0.04255 -0.82392 -2.95323
H 0.89369 -1.38281 -2.80723
H -0.97660 -1.38649 -2.80873
C -0.04496 0.38294 -3.61041
H -0.97763 0.79777 -4.02866
H 0.88597 0.80182 -4.02869
C -1.73266 -1.68834 2.38174
N -0.33180 -1.13967 2.37448
C 0.43538 -0.78486 3.50344
C 1.62095 -0.36551 3.07508
N 1.63044 -0.44073 1.66295
C 0.40879 -0.90879 1.25598
S -0.06993 -1.25558 -0.30883
H -2.38468 -1.01235 1.83349
H -1.72619 -2.67079 1.92117
H -2.06975 -1.76961 3.41693
H 0.04550 -0.88081 4.47269
H 2.44848 -0.03023 3.60258
H 2.41333 -0.20076 1.04890
```

---

[2]
# C16H28N4O2S

One molecule with the formula C16H28N4O2S (ωB97M-V/def2-TZVPD, the Open Molecules 2025 dataset).

Values from the calculation:
ΔE to the lowest compared entry with this formula, charge and spin: 55.13 kJ/mol
LUMO: 0.632 eV
total energy: -1394.16914 a.u.
SMILES string: CCCc1nnc(SCC(=O)N2CCC[C@H](C)C2)n1CCOC

```
51
C16H28N4O2S, DFT ωB97M-V/def2-TZVPD
C 1.89324 -2.29137 -4.19399
C 1.16264 -3.26358 -3.27770
C -0.05950 -2.60718 -2.61766
C 0.34732 -1.54834 -1.66276
N 0.41995 -0.27481 -1.92523
N 0.87116 0.36417 -0.83084
C 1.06651 -0.53855 0.08969
S 1.59594 -0.22752 1.71770
C 0.89647 1.44454 1.82028
C -0.58013 1.35117 1.43924
O -1.17430 0.28838 1.51562
N -1.17181 2.47770 1.01685
C -2.48538 2.39696 0.40760
C -2.37257 2.79004 -1.06276
C -1.81181 4.20488 -1.17481
C -0.46735 4.33509 -0.44982
C 0.66085 3.62239 -1.19025
C -0.61669 3.81026 0.98773
N 0.76419 -1.78247 -0.37773
C 0.69395 -2.97774 0.41265
C -0.67312 -3.06156 1.12890
O -0.66924 -3.98287 2.18852
C -0.17204 -3.46315 3.39990
H 2.79032 -2.75137 -4.60166
H 1.25069 -1.99345 -5.01884
H 2.17618 -1.39481 -3.64822
H 1.84738 -3.62239 -2.50503
H 0.82660 -4.12891 -3.85281
H -0.67825 -2.14349 -3.38630
H -0.65202 -3.36136 -2.09569
H 1.45885 2.07260 1.13406
H 1.02563 1.77415 2.85120
H -3.16697 3.07453 0.93491
H -2.84365 1.37286 0.51681
H -1.71330 2.08419 -1.56907
H -3.35632 2.73747 -1.53107
H -2.52455 4.90615 -0.73111
H -1.68846 4.47509 -2.22443
H -0.21590 5.40055 -0.38227
H 0.53193 2.54288 -1.18516
H 0.69904 3.95774 -2.22369
H 1.61866 3.85576 -0.72809
H -1.31132 4.46406 1.53282
H 0.34115 3.83918 1.50481
H 0.84998 -3.85111 -0.22343
H 1.49221 -2.93964 1.15880
H -1.43677 -3.40828 0.42645
H -0.95172 -2.05904 1.48146
H -0.73276 -2.57143 3.70091
H 0.88976 -3.20153 3.33369
H -0.30247 -4.24687 4.14346
```

---

[3]
# C4H8N4O

C4H8N4O as an isolated structure (ωB97M-V/def2-TZVPD, the Open Molecules 2025 dataset).

Values from the calculation:
ΔE to the lowest compared entry with this formula, charge and spin: 599.26 kJ/mol
LUMO: 0.822 eV
total energy: -451.29000 a.u.

```
17
C4H8N4O, DFT ωB97M-V/def2-TZVPD
N -0.65498 0.45061 -0.14634
C 0.61944 0.42129 0.18209
C 0.66897 -0.93994 1.47247
N -1.38007 -0.62397 -0.63661
C -0.57498 1.65956 -1.53743
C 0.48213 -2.21039 1.14820
O 1.21935 -0.54648 2.66559
N 1.55336 1.25673 0.34557
N -1.15718 1.27198 -2.59380
H 0.83414 0.31234 2.89854
H -1.42959 -0.52889 -1.66577
H -2.33309 -0.50059 -0.30443
H 2.22854 0.95858 1.05342
H -1.06324 1.90676 -3.39659
H -0.04385 2.61779 -1.42465
H 0.19844 -2.49633 0.14284
H 0.83262 -3.00906 1.79690
```

---

Values of Kohn-Sham gap, in order: 6.55 9.02 9.58, all in eV.
Values of max |F|, in order: 7.99 1.12 8.42, all in eV Å⁻¹.